C4H12 | ωB97M-V/def2-TZVPD

Energy relative to the best compared isomer or geometry (same formula, charge and spin)   11.38 kcal per mole
HOMO level   -11.6 eV
DFT total energy   -159.566830 a.u.
SMILES string   CC.CC
LUMO energy   0.0409 Ha

Structure (XYZ):
```
16
C4H12 (ωB97M-V/def2-TZVPD)
C 1.5174 -0.9075 2.5261
C 0.3351 -0.6162 1.5837
H 2.3492 -0.2836 2.1999
H 1.2581 -0.7050 3.5569
H 1.8815 -1.9249 2.4017
H -0.5567 -0.3041 2.0849
H 0.1262 -1.4958 0.9753
H 0.4802 0.1930 0.8728
C -0.9651 0.0388 -1.6865
C -0.8321 1.4368 -2.2664
H -0.5760 -0.0921 -0.6803
H -2.0212 -0.2374 -1.7261
H -0.5175 -0.6851 -2.3609
H 0.0120 1.5738 -2.9475
H -0.7847 2.3386 -1.6511
H -1.7063 1.6707 -2.8827
```

These are the Löwdin partial charges, in e, on atoms 1 to 4: atom 1 (C): -0.150, atom 2 (C): -0.176, atom 3 (H): 0.059, atom 4 (H): 0.057



C23H24BCl3N2O2 | ωB97M-V/def2-TZVPD

Energy relative to the best compared isomer or geometry (same formula, charge and spin)   13.60 kcal per mole
HOMO level   -8.6 eV
DFT total energy   -2556.308684 a.u.
LUMO energy   -0.0626 Ha

Structure (XYZ):
```
55
C23H24BCl3N2O2 (ωB97M-V/def2-TZVPD)
Cl 2.7415 0.4053 -3.2394
B 1.2602 -0.7366 -3.4466
Cl 0.7142 -0.8206 -5.2228
Cl 1.7881 -2.4902 -2.9441
O 0.2059 -0.2514 -2.6155
C -0.7030 -0.9902 -1.8519
C -2.0199 -1.1216 -2.7452
C -2.5028 -2.3887 -3.1483
C -3.5560 -2.4993 -4.0741
C -4.1584 -1.4021 -4.6591
C -3.6098 -0.1612 -4.3399
C -2.5493 -0.0149 -3.4253
H -0.4018 -2.0290 -1.5942
H -2.0569 -3.2876 -2.7557
H -3.9517 -3.4889 -4.3122
H -5.0313 -1.4908 -5.3153
H -4.0470 0.7400 -4.7834
H -2.1284 0.9691 -3.2495
C 0.8406 2.2779 -0.4997
N -0.1993 1.4563 0.1085
C -0.0040 0.0643 0.4119
H -0.7670 -0.5874 -0.8376
C 1.3786 -0.2454 0.9542
C 2.3519 -1.0158 0.2824
C 3.5712 -1.2565 0.8489
C 3.9339 -0.6974 2.1073
O 5.1831 -0.9633 2.5912
C 5.6015 -0.4316 3.8757
C 2.9950 0.1210 2.7498
C 1.7605 0.3393 2.1935
N -1.0480 -0.2468 1.3412
C -1.0907 -1.5191 2.0267
C -1.7343 0.8869 1.6497
C -1.1839 1.9526 0.9134
C -1.4678 3.2855 1.2684
C -2.3485 3.4652 2.3227
C -2.9011 2.4003 3.0389
C -2.6009 1.0761 2.7390
H 0.3514 3.1875 -0.8323
H 1.6330 2.5609 0.2084
H 1.2971 1.7413 -1.3595
H 2.0973 -1.4004 -0.7248
H 4.3059 -1.8595 0.3434
H 6.6178 -0.7980 4.0266
H 5.5953 0.6693 3.8649
H 4.9469 -0.7968 4.6819
H 3.2662 0.5820 3.6659
H 1.0977 0.9829 2.7262
H -2.1025 -1.6611 2.3919
H -0.8297 -2.3174 1.2968
H -0.3905 -1.5785 2.8739
H -1.0085 4.0664 0.7304
H -2.6126 4.4852 2.6204
H -3.5741 2.5989 3.8698
H -2.9551 0.2336 3.2527
```

These are the Löwdin partial charges, in e, on atoms 1 to 4: atom 1 (Cl): 0.465, atom 2 (B): -1.910, atom 3 (Cl): 0.476, atom 4 (Cl): 0.473



C3H6N4O | ωB97M-V/def2-TZVPD

Energy relative to the best compared isomer or geometry (same formula, charge and spin)   47.61 kcal per mole
HOMO level   -9.4 eV
DFT total energy   -412.133061 a.u.
SMILES string   [H]/N=C(N)/N=C(\N)C=O
LUMO energy   -0.0185 Ha

Structure (XYZ):
```
14
C3H6N4O (ωB97M-V/def2-TZVPD)
H 2.1838 0.7352 -1.5138
N 1.4468 0.2569 -1.0596
C 0.6860 0.9248 -0.2424
N 0.7439 2.3400 -0.1857
N -0.2677 0.4627 0.5121
C -0.6384 -0.7598 0.2386
N -0.2630 -1.6883 -0.6322
C -1.7546 -1.0836 1.2240
O -2.5834 -2.0626 0.9516
H 1.6992 2.6252 -0.3663
H 0.6213 2.8102 0.8354
H 0.4692 -1.4833 -1.3211
H -0.6276 -2.6772 -0.6669
H -1.7155 -0.4002 2.2262
```

These are the Löwdin partial charges, in e, on atoms 1 to 4: atom 1 (H): 0.028, atom 2 (N): 0.104, atom 3 (C): -0.601, atom 4 (N): 0.070



C26H35N3O3 | ωB97M-V/def2-TZVPD

Energy relative to the best compared isomer or geometry (same formula, charge and spin)   9.48 kcal per mole
HOMO level   -8.2 eV
DFT total energy   -1401.746348 a.u.
SMILES string   COCCN(C(=O)C[C@@H]1C(=O)NCCN1CC(c1ccccc1)c1ccccc1)C(C)C
LUMO energy   0.0288 Ha

Structure (XYZ):
```
67
C26H35N3O3 (ωB97M-V/def2-TZVPD)
C -2.6196 -3.9115 1.0734
O -2.1628 -2.5909 1.2126
C -3.1893 -1.6225 1.2206
C -3.7592 -1.3392 -0.1923
N -3.7538 0.0599 -0.5607
C -2.6374 0.7572 -0.8673
O -2.6881 1.9238 -1.2324
C -1.2905 0.0646 -0.7482
C -0.3847 0.8130 0.2731
C -1.2356 1.7371 1.1484
O -2.1261 1.2936 1.8581
N -0.9450 3.0459 1.1493
C 0.0282 3.7057 0.3101
C 0.3439 2.7820 -0.8687
N 0.7108 1.4633 -0.4138
C 2.0300 1.3152 0.1623
C 2.8339 0.2706 -0.6573
C 4.2726 0.2274 -0.1905
C 5.0707 1.3490 -0.4007
C 6.3876 1.3769 0.0172
C 6.9386 0.2746 0.6486
C 6.1623 -0.8530 0.8444
C 4.8416 -0.8773 0.4279
C 2.1262 -1.0585 -0.6435
C 1.8025 -1.7070 0.5444
C 1.1180 -2.9087 0.5331
C 0.7472 -3.4862 -0.6689
C 1.0659 -2.8537 -1.8571
C 1.7486 -1.6500 -1.8413
C -5.0086 0.8009 -0.4565
C -5.5291 0.7808 0.9784
C -6.0506 0.3034 -1.4568
H -3.0951 -4.0844 0.1004
H -1.7451 -4.5530 1.1618
H -3.3370 -4.1665 1.8637
H -2.7372 -0.7095 1.6172
H -3.9909 -1.9399 1.9013
H -4.7898 -1.6876 -0.2610
H -3.1746 -1.9056 -0.9245
H -1.3641 -0.9761 -0.4568
H -0.7943 0.1246 -1.7183
H 0.0237 0.0565 0.9487
H -1.5371 3.6197 1.7337
H 0.9363 3.9167 0.8932
H -0.3837 4.6540 -0.0440
H -0.5602 2.6811 -1.4755
H 1.1457 3.1974 -1.4810
H 1.9888 1.0065 1.2127
H 2.5645 2.2679 0.1249
H 2.8357 0.6357 -1.6913
H 4.6580 2.2094 -0.9092
H 6.9878 2.2588 -0.1550
H 7.9675 0.2926 0.9762
H 6.5859 -1.7242 1.3229
H 4.2593 -1.7737 0.5759
H 2.0876 -1.2721 1.4923
H 0.8677 -3.3908 1.4662
H 0.2129 -4.4248 -0.6798
H 0.7802 -3.2968 -2.8005
H 1.9898 -1.1613 -2.7749
H -4.7433 1.8297 -0.7200
H -4.7307 1.0693 1.6573
H -6.3516 1.4841 1.0801
H -5.8864 -0.2077 1.2578
H -6.4224 -0.6859 -1.1973
H -6.8953 0.9870 -1.4670
H -5.6237 0.2662 -2.4560
```

These are the Löwdin partial charges, in e, on atoms 1 to 4: atom 1 (C): -0.112, atom 2 (O): -0.210, atom 3 (C): -0.189, atom 4 (C): -0.113



C3H7N4O | ωB97M-V/def2-TZVPD

Energy relative to the best compared isomer or geometry (same formula, charge and spin)   55.70 kcal per mole
HOMO level   -15.0 eV
DFT total energy   -412.458322 a.u.
LUMO energy   -0.1795 Ha
Total charge   +1

Structure (XYZ):
```
15
C3H7N4O (ωB97M-V/def2-TZVPD)
C -0.1983 -0.3359 -2.4811
C -1.3698 -0.9683 -0.8413
C 0.4567 -0.5401 0.8361
N -1.4080 -0.9531 -2.0954
N 0.5820 -0.1618 -1.5248
N -0.1143 -0.5050 -0.4065
N 0.0851 1.5982 1.4077
O 1.7371 -0.5549 1.0006
H 0.1241 -0.3810 -3.4704
H -2.1952 -1.1894 -0.1383
H -0.1145 -0.9314 1.6287
H -0.7619 2.1027 1.0245
H 0.0637 1.7874 2.3495
H 0.9864 1.9308 0.9475
H 2.1269 -0.8983 1.7631
```

These are the Löwdin partial charges, in e, on atoms 1 to 4: atom 1 (C): -0.125, atom 2 (C): -0.109, atom 3 (C): -0.101, atom 4 (N): 0.141



C26H53ClIO7PS | ωB97M-V/def2-TZVPD

HOMO level   -9.3 eV
DFT total energy   -3046.514672 a.u.
SMILES string   CCCCCCCCCCCCCCCC[C@]1(C[C@@H](C)I)CCOS(=O)(=O)[C@H]1Cl.COP(=O)(OC)OC
LUMO energy   -0.0362 Ha

Structure (XYZ):
```
90
C26H53ClIO7PS (ωB97M-V/def2-TZVPD)
C -1.0935 -5.7004 1.0459
C -1.6936 -4.6400 2.0367
C -1.0141 -3.2570 1.8396
C -1.9766 -2.0680 2.0899
C -2.2983 -1.8565 3.5971
C -1.6290 -0.5945 4.2083
C -0.1002 -0.7038 4.3936
C 0.3503 0.4447 5.3506
C 1.8221 0.9102 5.1751
C 1.9188 2.2811 4.4740
C 3.3517 2.8212 4.2757
C 4.3020 1.9708 3.3771
C 3.5923 1.1220 2.2882
C 4.4584 0.8807 1.0179
C 3.9443 1.6556 -0.2397
C 3.6521 0.7303 -1.4508
C 2.1568 0.2698 -1.5144
C 1.3299 1.5526 -1.9290
C 0.3015 2.0739 -0.8910
C 0.0585 3.5759 -1.2343
I -1.6618 1.1521 -1.0411
C 1.6637 -0.3913 -0.2055
C 2.4272 -1.6757 0.2265
O 3.3928 -2.1774 -0.7203
S 2.7917 -2.3868 -2.1909
O 3.8719 -2.6162 -3.1046
O 1.8348 -3.4518 -2.2071
C 1.9874 -0.7825 -2.6591
Cl 0.2632 -1.1873 -2.9715
H -1.8448 -6.0447 0.3237
H -0.2488 -5.2827 0.4774
H -0.6988 -6.5580 1.6055
H -2.7666 -4.5684 1.8216
H -1.4929 -4.9881 3.0587
H -0.1261 -3.1777 2.4854
H -0.7131 -3.2060 0.7802
H -2.9044 -2.3294 1.5557
H -1.5883 -1.1302 1.6640
H -3.3873 -1.6897 3.6625
H -2.0932 -2.7504 4.2055
H -1.9221 0.2747 3.5962
H -2.1222 -0.4506 5.1856
H 0.4566 -0.6608 3.4447
H 0.0799 -1.6516 4.9275
H 0.1771 0.1143 6.3864
H -0.3572 1.2777 5.1919
H 2.4420 0.1462 4.6852
H 2.2342 1.0109 6.1951
H 1.3869 2.9900 5.1330
H 1.3309 2.2645 3.5418
H 3.8148 2.9187 5.2715
H 3.2907 3.8486 3.8826
H 4.9029 1.2650 3.9686
H 4.9731 2.6668 2.8493
H 2.6469 1.5808 1.9679
H 3.3623 0.1327 2.7152
H 4.5081 -0.1750 0.7190
H 5.4809 1.2248 1.2275
H 3.0422 2.2340 0.0120
H 4.6986 2.3805 -0.5813
H 3.8353 1.3345 -2.3563
H 4.3521 -0.1137 -1.5183
H 2.0370 2.3832 -2.0794
H 0.8279 1.4282 -2.8992
H 0.6467 2.0639 0.1461
H -0.6008 4.0499 -0.4978
H 1.0412 4.0737 -1.1575
H -0.3473 3.6879 -2.2476
H 1.7870 0.3322 0.6102
H 0.5955 -0.6375 -0.2666
H 2.9986 -1.4371 1.1330
H 1.7411 -2.4766 0.5184
H 2.3839 -0.4060 -3.6061
C -7.2878 1.3630 -7.0969
O -5.9718 0.8636 -6.8935
P -5.3915 0.7321 -5.3387
O -6.4022 1.5369 -4.5856
O -4.0454 1.5923 -5.6587
C -3.8719 2.4046 -6.8125
O -4.6226 0.0498 -4.0135
C -3.6801 -0.9952 -4.3318
H -7.5022 1.2815 -8.1639
H -8.0246 0.7852 -6.5434
H -7.3392 2.4140 -6.8173
H -4.6466 3.1689 -6.8787
H -3.8555 1.7956 -7.7139
H -2.9059 2.9003 -6.7178
H -2.8680 -0.6063 -4.9500
H -4.1896 -1.8064 -4.8550
H -3.2602 -1.3807 -3.4048
```

These are the Löwdin partial charges, in e, on atoms 1 to 4: atom 1 (C): -0.103, atom 2 (C): -0.241, atom 3 (C): -0.233, atom 4 (C): -0.207



C7H22NO3 | ωB97M-V/def2-TZVPD

Energy relative to the best compared isomer or geometry (same formula, charge and spin)   7.54 kcal per mole
HOMO level   -12.4 eV
DFT total energy   -560.115336 a.u.
LUMO energy   -0.1087 Ha
Total charge   +1

Structure (XYZ):
```
33
C7H22NO3 (ωB97M-V/def2-TZVPD)
C -1.5584 0.2642 2.1310
C -0.3326 0.5386 1.2531
C -0.7394 0.7888 -0.2133
C 0.1408 0.1747 -1.3040
C 1.4655 0.2335 -1.2382
C -0.5178 -0.7083 -2.3571
C -0.2353 -2.1858 -2.4333
N 0.3741 1.7735 1.8058
H -1.2372 -0.0601 3.1226
H -2.3022 1.0611 2.1436
H -2.0585 -0.5873 1.6570
H 0.2492 -0.3750 1.3264
H -1.7325 0.3735 -0.3719
H -0.7245 1.8719 -0.3953
H 2.1363 -0.1582 -1.9903
H 2.0101 0.8559 -0.5251
H -1.5959 -0.5184 -2.3410
H -0.1747 -0.1743 -3.2610
H 0.6622 -2.3654 -3.0456
H 0.0974 -2.6481 -1.5033
H -1.0763 -2.7422 -2.8329
H 1.0911 1.4748 2.4579
H -0.2877 2.3832 2.2834
H 0.6754 2.3036 0.9702
H 1.8126 -2.7353 -0.1862
H 2.4391 -1.6997 0.6111
O 1.5834 -2.1396 0.5432
H 2.1290 4.0888 0.7433
H 0.8587 4.9117 0.3513
O 1.1728 4.0477 0.6389
H -2.1139 -3.1147 0.7086
H -0.6548 -2.6063 0.5223
O -1.5558 -2.3269 0.7289
```

These are the Löwdin partial charges, in e, on atoms 1 to 4: atom 1 (C): -0.053, atom 2 (C): -0.318, atom 3 (C): -0.097, atom 4 (C): -0.290



C37H75F3N9O9SV | ωB97M-V/def2-TZVPD

Energy relative to the best compared isomer or geometry (same formula, charge and spin)   0.00 kcal per mole
HOMO level (spin up / spin down)   -3.7 / -5.4 eV
DFT total energy   -4266.289420 a.u.
2S+1   4
LUMO energy (spin up / spin down)   0.0841 / 0.0841 Ha
Total charge   -1
⟨S²⟩   3.76

Structure (XYZ):
```
135
C37H75F3N9O9SV (ωB97M-V/def2-TZVPD)
V -1.2778 -0.4177 3.2661
N 0.0784 -2.5507 4.1744
O -0.4942 -1.7216 4.8756
O 0.5931 -3.5889 4.5405
O -0.1853 -2.2252 3.0242
N -1.4623 2.0895 4.3448
O -1.8434 1.6969 3.2707
O -1.8001 3.0965 4.9073
O -0.9133 1.0667 4.8091
C 0.7441 -0.9874 -0.3842
F 0.2971 -1.0419 -1.6158
F 0.5964 -2.2167 0.1514
F 2.0257 -0.6626 -0.3708
S -0.3371 0.2274 0.6767
O -0.6002 1.4702 -0.0143
O -1.5475 -0.5065 1.1086
O 0.1976 0.3685 2.0076
N 6.2343 2.5511 0.7860
C 6.6420 2.9025 -0.4788
C 5.9968 2.0600 -1.4148
C 5.1545 1.2219 -0.7300
C 5.4362 1.4955 0.5781
H 6.4876 2.9891 1.6602
H 7.2888 3.7595 -0.5956
H 6.1651 2.0598 -2.4816
H 4.4255 0.5351 -1.1340
H 4.9945 1.0511 1.4578
N 3.1962 5.5476 1.0560
C 3.2541 4.3098 0.3920
C 2.2446 3.4916 0.8654
C 1.4591 4.2416 1.7745
C 2.0927 5.4644 1.9039
H 3.7504 6.3617 0.8318
H 4.0316 4.1085 -0.3300
H 2.0828 2.4497 0.6316
H 0.5599 3.8776 2.2491
H 1.8211 6.3081 2.5210
N -2.5598 3.2545 0.3354
C -2.8484 4.2076 1.2652
C -4.1085 4.6653 1.0226
C -4.6831 3.9145 -0.0220
C -3.6335 3.0931 -0.5315
H -1.6852 2.7611 0.2267
H -2.0253 4.4573 1.9183
H -4.6879 5.4470 1.4911
H -5.6840 4.1938 -0.3161
H -3.4214 2.3740 -1.3088
C 3.2177 3.9729 -2.9810
C 2.2811 2.7850 -3.1063
N 0.9327 3.1674 -3.6011
C 0.0010 1.9628 -3.7746
C 0.6579 0.8332 -4.6062
C 0.3215 4.3179 -2.9064
C -0.9951 4.7883 -3.5419
H 2.9987 4.7383 -2.2364
H 3.4046 4.4025 -3.9652
H 4.1821 3.5549 -2.6921
H 2.6857 1.9813 -3.7215
H 2.1285 2.2385 -2.1757
H -0.3617 1.7187 -2.7762
H -0.8860 2.2927 -4.3155
H 1.3973 0.2695 -4.0373
H -0.0549 0.0948 -4.9733
H 1.1321 1.1656 -5.5297
H 0.9047 5.2260 -2.7537
H 0.1471 3.9382 -1.8997
H -0.8024 5.1918 -4.5359
H -1.4591 5.5264 -2.8878
H -1.7060 3.9644 -3.6040
C 3.2376 -2.5311 -3.2554
C 4.7091 -2.1850 -2.7022
N 5.2898 -3.0764 -1.6683
C 4.5514 -2.8697 -0.3957
C 5.3746 -3.3292 0.8243
C 5.3135 -4.4633 -2.1130
C 6.6506 -4.6315 -2.8267
H 2.8764 -1.7319 -3.9026
H 2.5133 -2.6174 -2.4454
H 3.1746 -3.4342 -3.8625
H 5.4704 -2.1421 -3.4811
H 4.5156 -1.1933 -2.2932
H 4.3007 -1.8178 -0.2584
H 3.6366 -3.4597 -0.3399
H 4.8000 -3.3319 1.7505
H 5.6547 -4.3665 0.6409
H 6.2595 -2.7049 0.9479
H 4.4263 -4.7765 -2.6634
H 5.4506 -5.1646 -1.2899
H 6.8978 -5.6330 -3.1789
H 7.4993 -4.3433 -2.2064
H 6.7529 -4.1104 -3.7786
C -3.6039 -0.6584 -2.0880
C -3.2749 -2.1255 -1.8512
N -3.9933 -2.7405 -0.7427
C -5.3873 -2.7023 -1.0091
C -6.4144 -3.6036 -0.2958
C -3.5302 -4.1399 -0.3685
C -2.0458 -4.2491 0.0024
H -3.3665 -0.0861 -1.1912
H -4.6386 -0.5485 -2.4129
H -3.0419 -0.3161 -2.9570
H -3.4794 -2.6868 -2.7629
H -2.1979 -2.1519 -1.6854
H -5.7431 -1.6884 -0.8262
H -5.5690 -2.8736 -2.0701
H -6.6070 -3.2181 0.7054
H -7.2807 -3.5246 -0.9526
H -6.2012 -4.6725 -0.2969
H -3.7278 -4.8353 -1.1842
H -4.1197 -4.3646 0.5204
H -1.8375 -5.1474 0.5836
H -1.7739 -3.4182 0.6534
H -1.2807 -4.3021 -0.7722
C -4.3899 0.5041 1.9906
C -4.4114 -0.1569 3.4532
N -3.3303 -1.1776 3.7011
C -3.4943 -1.6511 5.0565
C -3.2153 -0.5951 6.1586
C -3.6534 -2.3253 2.8587
C -3.1188 -3.7415 3.2775
H -4.6669 -0.2329 1.2368
H -3.4100 0.8672 1.6805
H -5.0838 1.3143 1.7668
H -4.3942 0.6913 4.1375
H -5.3791 -0.6551 3.5117
H -4.5312 -1.9536 5.2029
H -2.8325 -2.4918 5.2645
H -3.6708 -0.8111 7.1250
H -2.1566 -0.5139 6.4050
H -3.5737 0.4222 6.0010
H -3.4276 -2.1622 1.8049
H -4.7178 -2.5575 2.8255
H -2.1209 -3.6158 3.6975
H -3.1113 -4.4693 2.4661
H -3.7301 -4.1034 4.1042
```

These are the Löwdin partial charges, in e, on atoms 1 to 4: atom 1 (V): 0.870, atom 2 (N): -0.579, atom 3 (O): -0.071, atom 4 (O): 0.058